42
Properties=species:S:1:pos:R:3:forces:R:3:mulliken_charge:R:1 method="wB97M-V/def2-TZVPD" energy_ha=-1189.97821 e_lumo_ha=-0.1627 homo_lumo_gap_ev=6.896 total_charge=+1
N 3.945644 -3.347462 -0.150108 0.1492 0.3589 -0.3499 -0.6626
P 4.651726 -2.274341 -1.032426 -0.5254 -0.8564 0.9709 0.2664
C 3.390884 -1.112608 -1.681150 0.3410 0.4249 -0.3053 -0.0076
C 3.688014 0.085855 -2.294243 0.0234 -0.4722 0.2004 -0.4332
N 2.696155 0.893417 -2.705096 0.1488 -0.6403 0.3254 0.0813
C 1.388422 0.591453 -2.554358 -0.3001 0.1193 -0.2823 0.4861
C 0.426026 1.605569 -3.095669 0.3832 -0.2549 0.4094 -1.3137
C 0.167788 2.698963 -2.045235 0.4533 -0.2270 -0.0144 -0.3757
F -1.134169 3.090925 -2.070012 -0.4219 0.2207 -0.1536 -0.2925
C 1.027331 -0.602421 -1.932103 0.1349 -0.1081 0.1148 1.0652
C -0.392392 -1.053383 -1.696929 0.1368 0.3413 -0.0211 -1.3009
C -1.321065 -0.111354 -0.928905 -0.5787 -0.3256 0.2285 -0.2541
N -2.464616 -0.899654 -0.452210 0.4062 0.2464 -0.3217 -0.6227
C 2.053785 -1.446996 -1.506717 -0.1021 0.5097 -0.0840 -0.8124
H 4.301186 -3.388205 0.794525 -0.0889 -0.2178 0.0946 0.2483
H 5.591272 -1.476343 -0.357416 0.1656 0.2787 -0.4846 0.0951
H 5.261838 -2.755699 -2.202379 0.1460 0.2972 -0.0846 0.1179
H 4.698045 0.414859 -2.469359 0.1251 0.1879 -0.0781 0.4157
H 2.955682 1.757816 -3.156672 -0.0997 0.1626 -0.1155 0.2848
H 0.854683 2.030098 -3.996659 -0.1272 0.1242 -0.2752 0.5441
H -0.489431 1.093505 -3.353966 -0.3143 0.0458 -0.0581 0.4492
H 0.398502 2.338539 -1.045867 -0.0669 -0.1137 0.1865 0.3326
H 0.814866 3.549460 -2.244306 -0.0646 0.2809 -0.0069 0.3310
H -0.346389 -1.964676 -1.115241 0.0384 -0.2814 0.0388 0.3691
H -0.861113 -1.319224 -2.640113 -0.1102 -0.0428 -0.2077 0.3513
H -0.800047 0.377065 -0.104238 0.2570 0.0779 0.0775 0.2936
H -1.724204 0.667589 -1.562023 0.0940 0.2466 -0.2017 0.2784
H -2.321989 -1.183496 0.505536 -0.1928 -0.0593 0.1109 0.1911
H -3.304541 -0.344966 -0.505246 -0.1709 -0.0625 0.1921 0.2806
H 1.800460 -2.368632 -1.007977 0.1211 -0.2545 0.1250 0.6046
C -2.574098 -0.929234 4.404509 0.0052 -0.0244 -0.0020 -0.5358
C -3.420322 -0.186225 5.214774 -0.0113 0.0106 0.0023 -0.3945
C -3.757657 1.113106 4.861793 0.0040 -0.0077 0.0009 -0.3714
C -3.252254 1.670809 3.696014 -0.0096 0.0168 -0.0068 -0.5246
C -2.406484 0.928308 2.884676 0.0191 -0.0259 -0.0210 -0.1229
C -2.066361 -0.369810 3.240884 0.0069 0.0207 -0.0598 -0.2368
H -2.310994 -1.942024 4.679712 0.0030 -0.0041 0.0044 0.3650
H -3.818529 -0.620699 6.121856 0.0009 -0.0013 0.0097 0.3700
H -4.415464 1.691923 5.496215 -0.0097 0.0017 0.0020 0.3701
H -3.517607 2.683027 3.420703 -0.0018 0.0071 0.0011 0.3715
H -2.013241 1.364303 1.973543 0.0001 0.0120 0.0038 0.2895
H -1.399345 -0.949135 2.611883 0.0328 -0.0120 0.0354 0.4091